(A)
# C3H6N4O

The molecule C3H6N4O (the ωB97M-V functional and the def2-TZVPD basis, OMol25).

Geometry (Å):
H 3.217 -1.490 -1.028
N 2.236 -1.756 -1.333
C 1.306 -1.090 -0.789
N -0.037 -1.351 -0.871
C -0.825 -0.468 -0.071
C 0.220 0.609 0.323
N 0.131 1.722 0.912
N -1.152 2.250 1.109
O 1.453 0.007 0.040
H -0.525 -2.171 -1.173
H -1.627 0.027 -0.614
H -1.240 -0.862 0.822
H -1.957 1.768 0.758
H -1.198 2.804 1.916

Calculated values
**Kohn-Sham gap**: 9.36 eV
**Net charge**: 0
**SMILES**: [H]/N=C1/NC/C(=N\N)O1

(B)
# C3H6N4O

The molecule C3H6N4O (the ωB97M-V functional and the def2-TZVPD basis, OMol25).

Geometry (Å):
H -0.242 1.318 2.255
N -0.874 1.818 1.336
C -0.388 0.679 0.740
C 0.073 -0.490 1.286
C 0.457 -1.249 0.120
N 0.701 -2.583 -0.349
N 0.339 -0.481 -1.003
N -0.402 0.680 -0.603
O 0.019 1.736 -1.279
H -0.195 -0.810 2.352
H 0.104 -3.488 0.287
H 0.092 -2.870 -1.210
H 1.313 -0.096 -1.322
H -0.415 2.381 -0.676

Calculated values
**Kohn-Sham gap**: 8.13 eV
**Net charge**: 0
**SMILES**: [H]/N=c1\cc(N)[nH]n1O

Stability check: which of them is least stable? (B).

(A)
# C3H6N4O

The molecule C3H6N4O (the ωB97M-V functional and the def2-TZVPD basis, OMol25).

Geometry (Å):
H 2.394 1.135 -0.198
N 1.429 1.749 -0.044
C 0.349 1.141 -0.192
N -0.963 1.728 0.074
N 0.386 -0.386 -0.279
C 1.646 -1.228 0.152
O 2.745 -0.881 -0.085
C -0.978 -0.810 0.020
N -1.303 -2.078 -0.125
H -2.323 -2.392 0.104
H -0.967 2.760 0.654
H -1.996 1.851 -0.536
H 1.408 -2.385 0.462
H -1.826 -0.203 -0.007

Calculated values
**Kohn-Sham gap**: 9.75 eV
**Net charge**: 0
**SMILES**: [H]/N=C(/N)N(C=O)/C=N/[H]

(B)
# C3H6N4O

The molecule C3H6N4O (the ωB97M-V functional and the def2-TZVPD basis, OMol25).

Geometry (Å):
C 2.883 -0.272 -0.014
N 1.660 0.050 0.006
N 0.860 -1.148 -0.026
C -0.442 -1.020 -0.025
N -1.238 0.140 -0.084
N -0.687 1.445 -0.071
C -2.643 0.090 -0.044
O -3.250 -0.947 0.025
H 3.279 -1.267 -0.214
H 3.551 0.650 0.170
H -1.028 -1.928 0.082
H 0.409 1.364 -0.714
H -0.364 1.665 1.055
H -2.989 1.178 -0.147

Calculated values
**Kohn-Sham gap**: 9.57 eV
**Net charge**: 0
**SMILES**: C=N/N=C\N(N)C=O

Stability check: which of them is least stable? (A).

(A)
# C3H6N4O

The molecule C3H6N4O (the ωB97M-V functional and the def2-TZVPD basis, OMol25).

Geometry (Å):
H 0.423 -2.647 -0.244
N 0.097 -2.285 0.607
C -0.291 -1.109 0.404
N -0.889 -0.183 1.221
C -0.510 1.082 0.801
O -0.631 2.224 1.563
C -0.041 0.940 -0.408
N -0.078 -0.342 -0.815
N 1.049 -0.911 -1.582
H -1.222 -0.322 2.173
H -1.130 2.969 1.191
H 0.372 1.765 -1.052
H 0.980 -0.750 -2.589
H 1.872 -0.429 -1.269

Calculated values
**Kohn-Sham gap**: 8.12 eV
**Net charge**: 0
**SMILES**: [H]/N=c1/[nH]c(O)cn1N

(B)
# C3H6N4O

A structure of composition C3H6N4O (the ωB97M-V functional and the def2-TZVPD basis, OMol25).

Geometry (Å):
C -0.060 0.981 -0.020
C 1.415 -1.131 -0.012
C -1.079 -1.240 0.327
H -2.547 0.797 0.013
H -1.289 2.527 0.736
H 1.396 -2.077 0.338
H 2.980 0.439 -0.142
H -0.874 -2.079 1.222
H -2.521 -0.309 -1.257
N -1.364 1.524 0.188
N 0.117 -0.463 -0.141
N 2.593 -0.603 -0.042
N -2.308 -1.138 -0.277
O 0.993 1.725 -0.096

Calculated values
**Kohn-Sham gap**: 9.05 eV
**Net charge**: 0

(C)
# C3H6N4O

A cluster of 2 separate species, C3H6N4O in total (the ωB97M-V functional and the def2-TZVPD basis, OMol25).

Geometry (Å):
C -0.540 1.478 -0.126
C 0.128 0.321 -0.710
C -0.661 -1.464 0.756
N 1.135 0.372 -1.660
N 1.519 -0.821 -1.852
N 0.938 -1.664 -1.023
N 0.034 -0.950 -0.232
O -0.271 2.937 1.643
H -0.315 2.369 -0.613
H -1.340 1.340 0.611
H -0.514 -2.624 0.910
H -1.367 -0.825 1.235
H 0.298 2.204 2.091
H 0.957 -2.673 -1.029

Calculated values
**Kohn-Sham gap (spin up / spin down)**: 6.38 / 6.35 eV
**Net charge**: 0

(D)
# C3H6N4O

A structure of composition C3H6N4O (the ωB97M-V functional and the def2-TZVPD basis, OMol25).

Geometry (Å):
C 1.211 0.818 1.045
C 0.021 0.478 0.091
C -1.038 -0.063 -1.704
H 0.640 -1.218 2.146
H 1.984 -0.079 2.801
H 2.009 0.977 0.475
H 1.075 1.701 1.672
H -1.222 0.083 -3.742
H -1.990 -1.645 -0.540
N 1.533 -0.332 1.819
N 0.102 0.568 -1.195
N -1.645 -0.243 -2.857
N -1.713 -0.731 -0.538
O -0.965 -0.315 0.527

Calculated values
**Kohn-Sham gap**: 9.49 eV
**Net charge**: 0

Stability check: which of them is least stable? (C).

(A)
# C3H6N4O

A structure of composition C3H6N4O (the ωB97M-V functional and the def2-TZVPD basis, OMol25).

Geometry (Å):
C -0.044 1.838 -1.893
C -0.647 -0.657 0.563
C -1.354 -1.157 1.637
H -0.796 2.549 -1.518
H 0.727 2.107 -2.366
H -0.705 1.181 -2.446
H 1.043 0.271 -1.217
H 1.059 -0.006 1.204
H 1.427 -2.696 1.814
N 0.333 0.883 -0.857
N -0.803 0.366 -0.284
N 0.784 -1.183 0.764
N -1.825 -1.723 2.570
O 0.802 -1.771 2.028

Calculated values
**Kohn-Sham gap**: 9.01 eV
**Net charge**: 0

(B)
# C3H6N4O

The molecule C3H6N4O (the ωB97M-V functional and the def2-TZVPD basis, OMol25).

Geometry (Å):
H 0.599 2.463 -0.146
N -0.282 2.088 0.107
C -0.623 0.794 -0.257
C -1.975 0.276 -0.014
N -1.840 -1.006 0.068
O -0.541 -1.475 0.090
N 0.325 -0.245 -0.317
N 1.439 -0.160 0.608
C 2.574 -0.315 -0.252
H -3.060 0.460 -0.317
H 1.286 0.868 1.243
H 2.428 0.532 -1.110
H 3.502 -0.349 0.149
H 2.216 -1.441 -0.663

Calculated values
**Kohn-Sham gap**: 9.02 eV
**Net charge**: 0
**SMILES**: [H]/N=c1/cnon1NC

Stability check: which of them is least stable? (B).